Record 1
{"formula": "C18H12BaCl2N2O4S", "method": "wB97M-V/def2-TZVPD", "e_homo_ha": -0.0028, "relative_energy_kj_mol": 0.00, "total_charge": -2, "energy_ev": -66606.2573, "max_force_ev_per_a": 0.876, "elements": ["Ba", "O", "N", "C", "C", "C", "C", "C", "S", "H", "H", "H", "H", "O", "C", "C", "C", "C", "C", "C", "C", "O", "O", "H", "H", "H", "H", "H", "Cl", "C", "C", "C", "C", "C", "Cl", "C", "N", "H", "H", "H"], "positions_angstrom": [[-0.774, 0.307, 1.047], [1.810, 0.371, 1.061], [2.466, 1.189, 1.862], [2.533, 2.496, 1.521], [3.256, 3.397, 2.255], [3.913, 2.944, 3.400], [3.786, 1.629, 3.771], [3.026, 0.698, 3.026], [2.783, -0.920, 3.507], [1.911, 2.772, 0.680], [3.254, 4.435, 1.957], [4.494, 3.627, 4.009], [4.249, 1.246, 4.668], [-4.558, 1.559, 2.161], [-5.461, 0.725, 1.572], [-6.789, 1.104, 1.401], [-7.700, 0.233, 0.822], [-7.289, -1.023, 0.398], [-5.955, -1.384, 0.541], [-5.035, -0.532, 1.133], [-3.562, -0.885, 1.183], [-2.962, -0.796, 2.281], [-3.015, -1.166, 0.086], [-4.606, 2.436, 1.758], [-7.100, 2.091, 1.726], [-8.733, 0.540, 0.696], [-7.994, -1.705, -0.062], [-5.597, -2.333, 0.161], [-3.355, 2.210, -0.717], [-2.784, 3.799, -0.238], [-3.574, 4.884, -0.528], [-3.161, 6.184, -0.213], [-1.903, 6.335, 0.385], [-1.112, 5.249, 0.671], [0.448, 5.555, 1.408], [-1.469, 3.834, 0.435], [-0.754, 2.814, 0.747], [-4.528, 4.725, -1.022], [-3.784, 7.040, -0.441], [-1.530, 7.324, 0.630]], "mulliken_charge": [1.73, -0.95, 0.48, 0.05, -0.87, -0.06, -0.66, -0.02, -0.46, 0.38, 0.35, 0.33, 0.35, -0.50, 0.33, -0.61, -0.42, -0.51, -0.37, 0.54, 0.48, -0.86, -0.81, 0.26, 0.37, 0.35, 0.35, 0.37, -0.22, 0.44, -0.53, -0.40, -0.50, 0.56, -0.26, -1.01, -0.65, 0.32, 0.31, 0.31]}



Record 2
{"formula": "C3H7O2Sn", "method": "wB97M-V/def2-TZVPD", "e_homo_ha": [-0.1997, -0.3505], "relative_energy_kj_mol": 0.00, "s_squared": 0.75, "energy_ev": -13148.4232, "max_force_ev_per_a": 5.292, "multiplicity": 2, "elements": ["O", "C", "C", "O", "C", "Sn", "H", "H", "H", "H", "H", "H", "H"], "positions_angstrom": [[1.932, -0.462, -0.620], [1.212, -1.356, 0.151], [-0.255, -1.421, -0.248], [-0.822, -0.141, -0.005], [-2.228, -0.097, -0.116], [1.089, 0.996, -1.341], [1.293, -1.112, 1.231], [1.617, -2.383, 0.051], [-0.742, -2.237, 0.311], [-0.546, -1.682, -1.282], [-2.573, -0.488, -1.087], [-2.680, -0.717, 0.674], [-2.514, 0.959, -0.062]], "mulliken_charge": [-0.51, -0.18, -0.70, -0.34, -0.72, 0.24, 0.23, 0.31, 0.44, 0.39, 0.31, 0.27, 0.25]}



Record 3
{"formula": "C3HF7P2", "method": "wB97M-V/def2-TZVPD", "e_homo_ha": [-0.2453, -0.4038], "s_squared": 2.01, "energy_ev": -40725.5584, "max_force_ev_per_a": 4.873, "multiplicity": 3, "elements": ["C", "C", "C", "F", "F", "F", "F", "F", "F", "F", "P", "P", "H"], "positions_angstrom": [[1.155, 0.050, 0.428], [-0.147, 0.205, 0.104], [-1.083, 1.575, -0.265], [-2.275, 1.397, 0.439], [-1.358, 1.335, -1.530], [-0.594, 2.777, -0.008], [3.358, -1.066, 0.435], [1.958, -1.681, -1.354], [-2.376, -0.832, -0.505], [-1.324, -1.610, 1.515], [1.803, -1.614, 0.278], [-0.991, -1.421, -0.027], [1.874, 0.885, 0.490]], "mulliken_charge": [-0.23, -0.04, 0.86, -0.25, -0.20, -0.21, -0.28, -0.27, -0.22, -0.23, 0.37, 0.30, 0.41]}



Record 4
{"formula": "C3H3NOS2", "method": "wB97M-V/def2-TZVPD", "e_homo_ha": -0.3241, "relative_energy_kj_mol": 247.82, "energy_ev": -28365.2655, "max_force_ev_per_a": 5.083, "smiles": "O=CNC(=S)C=S", "elements": ["C", "C", "C", "H", "H", "H", "N", "O", "S", "S"], "positions_angstrom": [[1.075, 0.550, 0.944], [-0.842, 0.148, -0.635], [-0.524, -1.301, -0.555], [1.832, 1.273, 1.445], [-0.288, 2.159, 0.342], [-0.720, -1.781, 0.384], [-0.134, 1.086, 0.288], [1.020, -0.705, 1.122], [-1.829, 0.707, -1.744], [0.411, -2.137, -1.592]], "mulliken_charge": [0.14, 0.19, -0.15, 0.31, 0.28, 0.30, -0.16, -0.49, -0.27, -0.15]}



Record 5
{"formula": "C36H50BN8O3", "method": "wB97M-V/def2-TZVPD", "e_homo_ha": -0.1426, "total_charge": -1, "energy_ev": -56855.8435, "max_force_ev_per_a": 3.633, "elements": ["B", "H", "H", "H", "H", "C", "C", "C", "O", "C", "O", "O", "H", "H", "H", "H", "H", "H", "N", "C", "C", "C", "C", "H", "H", "H", "H", "H", "N", "C", "C", "C", "C", "H", "H", "H", "H", "H", "N", "C", "C", "C", "C", "H", "H", "H", "H", "H", "N", "C", "C", "C", "C", "H", "H", "H", "H", "H", "N", "C", "C", "C", "C", "H", "H", "H", "H", "H", "N", "C", "C", "C", "C", "H", "H", "H", "H", "H", "N", "C", "C", "C", "C", "H", "H", "H", "H", "H", "N", "C", "C", "C", "C", "H", "H", "H", "H", "H"], "positions_angstrom": [[1.800, 2.701, 0.781], [6.029, -0.558, 4.720], [-6.845, 6.674, 9.293], [4.223, -7.209, 3.557], [6.197, -0.544, -5.055], [1.515, -2.701, 4.922], [1.669, -3.674, 6.076], [2.036, -5.083, 5.735], [3.023, -5.510, 6.625], [3.396, -4.375, 7.305], [4.149, -4.415, 8.230], [2.824, -3.240, 6.861], [0.997, -1.834, 5.234], [0.909, -3.167, 4.133], [2.520, -2.439, 4.539], [0.868, -3.612, 6.764], [2.449, -5.056, 4.722], [1.178, -5.744, 5.811], [-4.684, -0.092, 6.428], [-4.416, -0.151, 7.784], [-3.085, -0.309, 7.971], [-2.446, -0.339, 6.672], [-3.499, -0.113, 5.788], [-5.517, -0.073, 5.929], [-5.193, -0.091, 8.489], [-2.620, -0.442, 8.880], [-1.410, -0.393, 6.447], [-3.514, -0.037, 4.740], [3.426, 4.267, -1.833], [3.517, 3.565, -3.030], [3.719, 4.410, -4.051], [3.725, 5.702, -3.478], [3.577, 5.589, -2.141], [3.073, 3.841, -0.954], [3.234, 2.504, -2.927], [3.745, 4.081, -5.103], [3.855, 6.635, -3.865], [3.675, 6.368, -1.408], [-4.754, -2.042, -1.347], [-4.801, -0.878, -2.088], [-5.930, -0.951, -2.836], [-6.600, -2.160, -2.536], [-5.891, -2.814, -1.582], [-4.097, -2.277, -0.600], [-3.992, -0.179, -2.046], [-6.158, -0.358, -3.705], [-7.594, -2.491, -2.921], [-6.069, -3.721, -0.972], [3.805, -3.350, 1.566], [4.838, -4.283, 1.438], [4.180, -5.505, 1.161], [2.745, -5.216, 1.119], [2.555, -3.915, 1.403], [3.944, -2.362, 1.636], [5.874, -4.000, 1.567], [4.729, -6.339, 0.845], [2.009, -5.866, 0.711], [1.628, -3.297, 1.401], [-2.677, 2.411, -5.839], [-2.714, 2.416, -7.179], [-3.414, 1.292, -7.613], [-3.916, 0.649, -6.456], [-3.309, 1.258, -5.369], [-2.279, 3.101, -5.271], [-2.204, 3.238, -7.719], [-3.714, 1.262, -8.637], [-4.484, -0.303, -6.549], [-3.407, 1.105, -4.280], [-0.501, -0.963, -6.912], [-0.338, -2.114, -7.639], [0.826, -2.693, -7.140], [1.426, -1.828, -6.181], [0.474, -0.762, -5.998], [-1.231, -0.260, -7.132], [-1.005, -2.466, -8.345], [1.338, -3.539, -7.609], [2.402, -1.950, -5.659], [0.515, 0.157, -5.499], [-0.161, 4.042, -3.575], [-1.487, 4.210, -3.224], [-1.895, 5.423, -3.678], [-0.765, 5.982, -4.391], [0.292, 5.130, -4.260], [0.479, 3.352, -3.328], [-2.045, 3.587, -2.559], [-2.839, 5.980, -3.587], [-0.668, 6.956, -4.766], [1.348, 5.219, -4.443], [1.552, 2.040, 3.707], [1.874, 0.772, 4.119], [1.948, 0.726, 5.518], [1.675, 2.058, 5.943], [1.469, 2.820, 4.817], [1.633, 2.384, 2.711], [2.117, -0.043, 3.414], [2.238, -0.133, 6.066], [1.716, 2.483, 6.929], [1.212, 3.865, 4.809]], "mulliken_charge": [0.17, -0.18, -0.31, -0.07, -0.26, -0.91, 0.29, -0.36, -0.27, 0.54, -0.56, -0.32, -0.10, 0.39, 0.33, 0.37, 0.23, 0.27, 0.03, -0.52, -0.59, -0.35, -0.67, 0.15, 0.40, 0.46, 0.67, 0.40, 0.24, -0.65, -0.45, -0.46, -0.52, 0.00, 0.49, 0.37, 0.49, 0.40, -0.03, -0.51, -0.32, -0.43, -0.39, 0.22, 0.40, 0.41, 0.33, 0.33, 0.02, -0.39, -0.63, -0.46, -0.40, 0.21, 0.40, 0.44, 0.47, 0.38, 0.22, -0.20, -1.12, -0.24, -0.22, 0.23, 0.37, 0.41, 0.33, 0.21, 0.11, -0.41, -0.59, -0.51, -0.46, 0.24, 0.41, 0.34, 0.37, 0.49, 0.30, -1.47, 0.26, -0.81, -0.02, 0.19, 0.45, 0.40, 0.45, 0.18, 0.26, -0.48, -0.31, -0.93, -0.49, 0.05, 0.33, 0.68, 0.40, 0.35]}



Record 6
{"formula": "C5H5NO", "method": "wB97M-V/def2-TZVPD", "e_homo_ha": -0.3763, "relative_energy_kj_mol": 258.24, "energy_ev": -8800.7425, "max_force_ev_per_a": 1.072, "elements": ["N", "C", "C", "O", "C", "C", "C", "H", "H", "H", "H", "H"], "positions_angstrom": [[-0.241, -2.879, 1.077], [0.102, -1.775, 1.056], [0.276, -0.316, 1.028], [1.430, 0.219, 0.363], [0.580, 1.072, -0.416], [-0.234, 0.248, -1.339], [-0.675, 0.403, 0.095], [0.235, 0.081, 2.048], [0.887, 2.105, -0.541], [-0.854, 0.823, -2.022], [0.166, -0.684, -1.735], [-1.674, 0.702, 0.385]], "mulliken_charge": [-0.41, -0.01, 0.33, -0.41, 0.00, -0.67, -0.36, 0.28, 0.39, 0.25, 0.22, 0.37]}



What did the sixth record say?
{"formula": "C5H5NO", "method": "wB97M-V/def2-TZVPD", "e_homo_ha": -0.3763, "relative_energy_kj_mol": 258.24, "energy_ev": -8800.7425, "max_force_ev_per_a": 1.072, "elements": ["N", "C", "C", "O", "C", "C", "C", "H", "H", "H", "H", "H"], "positions_angstrom": [[-0.241, -2.879, 1.077], [0.102, -1.775, 1.056], [0.276, -0.316, 1.028], [1.430, 0.219, 0.363], [0.580, 1.072, -0.416], [-0.234, 0.248, -1.339], [-0.675, 0.403, 0.095], [0.235, 0.081, 2.048], [0.887, 2.105, -0.541], [-0.854, 0.823, -2.022], [0.166, -0.684, -1.735], [-1.674, 0.702, 0.385]], "mulliken_charge": [-0.41, -0.01, 0.33, -0.41, 0.00, -0.67, -0.36, 0.28, 0.39, 0.25, 0.22, 0.37]}